(one)
Below is a 2-piece molecular cluster, C5H12N2O overall, with properties calculated with wB97M-V/def2-TZVPD.

Atoms and positions in Å:
O (-0.541, -3.007, 1.858)
C (0.302, -2.580, 1.135)
C (0.799, -1.156, 1.173)
C (2.316, -1.078, 1.041)
H (0.753, -3.253, 0.373)
H (0.425, -0.683, 2.081)
H (0.308, -0.664, 0.315)
H (2.824, -1.514, 1.900)
H (2.622, -0.035, 0.976)
H (2.660, -1.584, 0.137)
C (-0.032, 2.377, -1.334)
N (-2.500, 1.363, -0.460)
C (-1.626, 0.677, -1.378)
N (-0.502, 1.068, -1.774)
H (-0.096, 3.072, -2.168)
H (1.023, 2.292, -1.072)
H (-0.596, 2.751, -0.480)
H (-3.396, 1.508, -0.917)
H (-2.711, 0.728, 0.309)
H (-2.031, -0.282, -1.713)

Computed properties:
**Multiplicity**: 2
**Charge**: +1
**HOMO level (spin up / spin down)**: -12.68 / -12.65 eV
**M**: 116.2 g mol⁻¹

=====

(two)
Below is an isolated ion of composition C5H12N2O and charge +1, with properties calculated with wB97M-V/def2-TZVPD.

Atoms and positions in Å:
N (-0.391, -2.732, -1.494)
C (-0.626, -1.681, -0.491)
C (0.354, -0.432, -0.980)
N (-0.019, 0.627, -0.001)
C (-0.286, 1.860, -0.636)
C (0.877, 0.765, 1.191)
C (0.184, 1.312, 2.380)
O (0.747, 1.262, 3.416)
H (-1.186, -3.053, -1.877)
H (-0.093, -3.613, -1.059)
H (-0.444, -2.086, 0.534)
H (-1.597, -1.254, -0.391)
H (-0.030, -0.152, -1.909)
H (1.418, -0.713, -1.020)
H (-0.599, 2.704, 0.117)
H (0.509, 2.272, -1.252)
H (-1.084, 2.015, -1.290)
H (1.712, 1.409, 0.973)
H (1.311, -0.217, 1.403)
H (-0.755, 1.707, 2.387)

Computed properties:
**Multiplicity**: 2
**Charge**: +1
**HOMO level (spin up / spin down)**: -14.01 / -13.87 eV
**M**: 116.2 g mol⁻¹

=====

Least stable: (one)

=====

(one)
Below is the molecule C2H4ClPS2, with properties calculated with wB97M-V/def2-TZVPD.

Atoms and positions in Å:
C (-0.415, 1.268, -0.481)
C (-0.802, -1.007, 0.451)
P (1.220, 1.037, -0.820)
S (0.737, -1.579, 0.892)
S (1.607, -1.341, -0.927)
Cl (2.149, 1.173, 0.955)
H (-1.126, 0.955, -1.223)
H (-0.682, 1.537, 0.564)
H (-1.578, -0.969, 1.205)
H (-1.111, -1.075, -0.616)

Computed properties:
**HOMO level (spin up / spin down)**: -8.29 / -8.29 eV
**M**: 158.6 g mol⁻¹

=====

(two)
Below is a 2-piece molecular cluster, C2H4ClPS2 overall, with properties calculated with wB97M-V/def2-TZVPD.

Atoms and positions in Å:
C (-2.175, 0.385, 0.661)
C (-0.121, -0.214, -0.996)
P (2.962, 0.079, -0.244)
S (2.635, 1.260, 1.228)
S (-1.151, -0.758, 0.183)
Cl (3.203, -1.798, 0.634)
H (-2.783, -0.063, 1.471)
H (-2.390, 1.350, 0.324)
H (-0.387, 0.794, -1.557)
H (0.209, -1.036, -1.704)

Computed properties:
**HOMO level (spin up / spin down)**: -8.14 / -8.14 eV
**M**: 158.6 g mol⁻¹

=====

Least stable: (two)

=====

(one)
Below is a 2-piece molecular cluster, C4H10NS overall, with properties calculated with wB97M-V/def2-TZVPD.

Atoms and positions in Å:
C (1.107, 0.010, -2.327)
C (1.520, -0.927, -1.442)
C (0.035, -0.524, 1.755)
C (-0.834, -0.135, 0.660)
N (-1.667, 0.886, 0.776)
S (-0.647, 0.314, -2.541)
H (-2.276, 1.293, 0.018)
H (0.843, -1.454, -0.836)
H (2.518, -1.120, -1.310)
H (0.237, -1.580, 1.870)
H (-0.057, -0.039, 2.693)
H (0.984, -0.207, 1.396)
H (-0.845, -0.434, -0.386)
H (1.891, 0.451, -2.933)
H (-0.682, 1.474, -3.361)
H (-1.676, 1.415, 1.587)

Computed properties:
**Multiplicity**: 3
**Charge**: +1
**HOMO level (spin up / spin down)**: -8.87 / -14.22 eV
**M**: 104.2 g mol⁻¹

=====

(two)
Below is an isolated ion of composition C4H10NS and charge +1, with properties calculated with wB97M-V/def2-TZVPD.

Atoms and positions in Å:
C (-0.978, -1.536, -0.085)
C (-1.255, -0.220, 0.512)
C (1.631, 1.209, -0.080)
C (1.270, -0.282, -0.022)
N (-0.204, -0.365, -0.438)
S (-2.706, 0.594, -0.060)
H (-0.246, -2.120, 0.575)
H (-1.586, -2.166, -0.806)
H (-0.986, -0.127, 1.599)
H (1.380, 1.374, -1.155)
H (1.001, 1.693, 0.518)
H (2.606, 1.501, 0.171)
H (1.505, -0.668, 0.912)
H (1.689, -0.893, -0.838)
H (-0.460, 0.209, -1.312)
H (-2.661, 1.796, 0.508)

Computed properties:
**Multiplicity**: 3
**Charge**: +1
**HOMO level (spin up / spin down)**: -8.64 / -16.48 eV
**M**: 104.2 g mol⁻¹

=====

Least stable: (two)

=====

(one)
Below is the molecule C16H21N3O3S, with properties calculated with wB97M-V/def2-TZVPD.

Atoms and positions in Å:
C (-0.440, -2.039, 0.306)
C (0.325, -1.894, -1.017)
C (-1.937, -2.221, 0.014)
C (-2.589, -0.962, -0.528)
C (-2.640, -0.569, -1.825)
C (-3.244, 0.073, 0.245)
C (-3.669, 1.056, -0.670)
C (-3.515, 0.255, 1.611)
C (-4.357, 2.211, -0.266)
C (-4.187, 1.386, 2.021)
C (-4.598, 2.368, 1.092)
C (2.346, -0.522, -0.114)
C (2.574, -1.201, 1.229)
C (1.931, 0.950, 0.056)
C (2.554, 1.887, -0.984)
C (4.721, 2.322, 0.739)
H (-0.359, -1.291, 2.186)
H (-0.693, -0.173, 1.088)
H (-0.063, -3.005, 0.726)
H (-2.059, -3.063, -0.663)
H (-2.431, -2.522, 0.966)
H (-2.232, -1.065, -2.665)
H (-3.465, 1.151, -2.749)
H (-3.213, -0.488, 2.324)
H (-4.658, 2.945, -0.982)
H (-4.403, 1.538, 3.087)
H (-5.123, 3.226, 1.431)
H (1.906, -1.340, -1.990)
H (3.364, -0.503, -0.547)
H (0.855, 1.029, -0.067)
H (2.165, 1.291, 1.085)
H (2.187, 2.902, -0.811)
H (2.245, 1.600, -1.994)
H (4.184, 3.225, 1.012)
H (4.394, 1.484, 1.414)
H (5.806, 2.441, 0.844)
H (2.699, -2.867, 2.082)
N (-0.127, -0.989, 1.267)
N (-3.276, 0.644, -1.923)
N (1.532, -1.259, -1.068)
O (-0.119, -2.402, -2.035)
O (2.988, -0.633, 2.206)
O (2.428, -2.540, 1.177)
S (4.373, 1.920, -0.996)

Computed properties:
**HOMO level**: -7.99 eV
**M**: 335.4 g mol⁻¹

=====

(two)
Below is the molecule C16H21N3O3S, with properties calculated with wB97M-V/def2-TZVPD.

Atoms and positions in Å:
C (2.302, 0.445, 1.255)
C (0.903, -0.077, 1.536)
C (2.872, -0.546, 0.174)
C (4.193, 0.088, -0.415)
C (6.639, -0.486, -1.230)
C (-0.328, 1.355, -0.196)
C (-0.940, 2.725, 0.050)
C (-1.014, 0.592, -1.350)
C (-2.488, 0.377, -1.175)
C (-3.441, 1.345, -1.426)
C (-3.182, -0.733, -0.589)
C (-4.506, -0.322, -0.383)
C (-2.685, -1.985, -0.211)
C (-5.430, -1.268, 0.027)
C (-3.634, -2.851, 0.287)
C (-4.997, -2.545, 0.245)
H (2.832, -0.562, 2.917)
H (2.834, 1.108, 3.107)
H (2.371, 1.418, 0.847)
H (2.134, -0.687, -0.659)
H (2.993, -1.576, 0.486)
H (4.822, 0.392, 0.455)
H (3.969, 1.004, -0.970)
H (6.794, -0.587, -0.173)
H (7.345, -1.169, -1.833)
H (6.737, 0.570, -1.584)
H (-0.991, -0.207, 1.164)
H (0.742, 1.478, -0.476)
H (-0.578, -0.334, -1.547)
H (-0.738, 1.305, -2.142)
H (-3.288, 2.358, -1.760)
H (-5.469, 1.430, -1.102)
H (-1.610, -2.307, -0.146)
H (-6.491, -1.082, -0.085)
H (-3.357, -3.811, 0.570)
H (-5.705, -3.242, 0.570)
H (-1.071, 2.218, 1.901)
N (3.140, 0.329, 2.529)
N (-0.241, 0.464, 0.933)
N (-4.627, 0.934, -0.929)
O (0.631, -0.934, 2.341)
O (-1.203, 3.495, -0.829)
O (-1.241, 2.997, 1.355)
S (5.001, -1.114, -1.541)

Computed properties:
**HOMO level**: -8.08 eV
**M**: 335.4 g mol⁻¹

=====

Least stable: (two)

=====

(one)
Below is a 2-piece molecular cluster, C2H8NO2 overall, with properties calculated with wB97M-V/def2-TZVPD.

Atoms and positions in Å:
C (-0.275, -1.079, -1.010)
N (-1.075, 0.166, -1.222)
H (-0.657, -2.024, -1.628)
H (0.747, -1.046, -1.289)
H (-0.210, -1.389, 0.055)
H (-0.592, 0.827, -0.456)
H (-2.042, 0.104, -0.854)
H (-1.162, 0.384, -2.156)
O (0.431, 1.441, 0.378)
C (0.749, 1.122, 1.561)
O (1.147, -0.127, 1.816)
H (1.192, 1.864, 2.255)
H (1.748, -0.243, 2.551)

Computed properties:
**Charge**: +1
**HOMO level**: -16.09 eV
**M**: 78.1 g mol⁻¹

=====

(two)
Below is a 2-piece molecular cluster, C2H8NO2 overall, with properties calculated with wB97M-V/def2-TZVPD.

Atoms and positions in Å:
C (0.687, -0.721, 1.462)
N (0.096, -1.629, 0.441)
H (1.687, -0.447, 1.133)
H (0.709, -1.216, 2.427)
H (0.095, 0.176, 1.519)
H (-0.140, -1.125, -0.431)
H (0.741, -2.378, 0.182)
H (-0.785, -2.073, 0.713)
O (-0.593, 0.333, -1.338)
C (-0.713, 1.499, -1.598)
O (-0.174, 2.430, -0.836)
H (-1.289, 1.836, -2.469)
H (-0.321, 3.315, -1.208)

Computed properties:
**Charge**: +1
**HOMO level**: -15.34 eV
**M**: 78.1 g mol⁻¹

=====

Least stable: (one)

=====

(one)
Below is a 2-piece molecular cluster, C2H8NO2 overall, with properties calculated with wB97M-V/def2-TZVPD.

Atoms and positions in Å:
O (-0.623, -1.600, -0.107)
C (-1.094, -0.921, 0.768)
C (-0.679, 0.524, 1.005)
N (0.002, 1.068, -0.192)
H (-1.901, -1.350, 1.381)
H (-1.629, 1.040, 1.150)
H (-0.072, 0.586, 1.905)
H (0.706, 1.777, 0.010)
H (0.533, 0.329, -0.766)
H (-0.661, 1.523, -0.819)
H (1.214, -1.522, -1.494)
H (2.577, -0.803, -1.387)
O (1.628, -0.652, -1.454)

Computed properties:
**Charge**: +1
**HOMO level**: -15.00 eV
**M**: 78.1 g mol⁻¹

=====

(two)
Below is a 2-piece molecular cluster, C2H8NO2 overall, with properties calculated with wB97M-V/def2-TZVPD.

Atoms and positions in Å:
C (-1.653, -0.105, 0.277)
C (1.043, -0.046, -0.191)
N (-0.218, 0.532, 0.405)
O (1.374, -1.396, 0.038)
O (2.036, 0.866, 0.198)
H (-2.373, 0.448, 0.890)
H (-1.987, -0.041, -0.749)
H (-1.647, -1.082, 0.751)
H (1.040, -0.138, -1.777)
H (-0.190, 1.523, -0.060)
H (0.095, 0.824, 1.443)
H (1.508, -1.717, 0.938)
H (2.824, 0.329, 0.565)

Computed properties:
**Charge**: +1
**HOMO level**: -15.54 eV
**M**: 78.1 g mol⁻¹

=====

Least stable: (two)